{"formula": "C38H93N6O20", "method": "ωB97M-V/def2-TZVPD", "elements": ["C", "C", "C", "O", "C", "N", "H", "H", "H", "H", "H", "H", "H", "H", "H", "H", "H", "H", "C", "C", "C", "O", "C", "N", "H", "H", "H", "H", "H", "H", "H", "H", "H", "H", "H", "H", "C", "C", "C", "O", "C", "N", "H", "H", "H", "H", "H", "H", "H", "H", "H", "H", "H", "H", "C", "C", "C", "O", "C", "N", "H", "H", "H", "H", "H", "H", "H", "H", "H", "H", "H", "H", "C", "C", "C", "O", "C", "N", "H", "H", "H", "H", "H", "H", "H", "H", "H", "H", "H", "H", "C", "C", "C", "O", "C", "N", "H", "H", "H", "H", "H", "H", "H", "H", "H", "H", "H", "H", "C", "C", "O", "O", "H", "H", "H", "C", "C", "O", "O", "H", "H", "H", "C", "C", "O", "O", "H", "H", "H", "C", "C", "O", "O", "H", "H", "H", "C", "C", "O", "O", "H", "H", "H", "C", "C", "O", "O", "H", "H", "H", "C", "C", "O", "O", "H", "H", "H"], "xyz": [[16.938242, 8.744652, -3.168416], [17.470091, 8.230770, -4.509150], [16.587918, 7.152887, -5.213578], [15.273782, 7.313263, -4.699632], [14.332443, 6.380156, -5.369628], [17.934930, 9.422383, -5.366374], [18.746996, 9.900765, -5.003327], [18.266872, 9.073190, -6.254053], [17.244148, 10.149234, -5.487169], [15.954108, 9.185871, -3.326300], [17.655695, 9.392206, -2.664393], [16.698491, 7.911675, -2.507522], [18.430554, 7.765221, -4.288044], [16.931736, 6.229191, -4.748109], [16.693816, 7.089423, -6.296562], [14.394173, 5.330983, -5.080607], [14.519165, 6.422486, -6.442676], [13.262039, 6.564048, -5.277322], [10.120417, 4.876082, -4.222873], [9.160965, 4.033270, -3.307658], [7.856430, 3.523469, -4.055320], [6.881417, 2.780432, -3.268607], [6.461333, 3.383300, -2.117812], [9.951544, 2.697909, -2.855238], [10.930053, 2.899891, -2.707531], [9.482696, 2.629205, -1.963295], [9.988222, 1.913993, -3.491035], [10.822125, 5.380597, -3.558661], [9.618963, 5.580591, -4.886431], [10.681319, 4.268457, -4.933000], [8.968706, 4.480633, -2.332454], [8.065978, 2.883303, -4.912287], [7.232903, 4.370920, -4.340155], [5.668578, 2.829676, -1.614683], [6.101270, 4.399849, -2.276251], [7.232312, 3.441979, -1.349539], [15.098953, 2.066006, -5.694954], [13.764296, 2.116150, -6.387539], [13.644206, 1.362713, -7.687832], [12.518045, 1.911627, -8.299231], [12.228361, 1.347161, -9.578076], [12.753335, 1.539942, -5.415008], [11.830275, 1.395676, -5.798747], [13.187594, 0.811269, -4.866780], [12.689783, 2.354059, -4.820624], [15.240301, 2.740496, -4.850455], [15.873750, 2.411203, -6.379517], [15.428316, 1.080866, -5.364617], [13.496039, 3.164529, -6.518079], [13.670813, 0.273871, -7.645045], [14.429752, 1.616997, -8.399430], [12.444365, 0.302449, -9.801720], [12.888233, 1.902372, -10.244720], [11.190539, 1.528218, -9.857772], [13.811182, -4.920912, -8.090119], [12.882583, -4.408372, -7.054588], [13.134389, -4.771144, -5.597186], [12.097925, -4.146703, -4.681818], [12.529013, -4.377032, -3.307679], [12.716870, -2.904954, -7.201014], [11.801088, -2.572573, -6.934603], [13.271660, -2.251652, -6.666681], [12.732470, -2.627891, -8.172144], [14.861044, -4.725024, -7.872150], [13.495154, -4.804956, -9.126838], [13.762196, -5.998001, -7.930211], [11.885352, -4.798210, -7.258657], [14.112119, -4.338513, -5.385124], [13.228131, -5.814090, -5.294562], [13.387051, -3.860926, -2.876972], [12.650866, -5.437232, -3.085826], [11.747483, -4.118835, -2.593079], [18.594304, 1.450486, -3.687400], [19.690252, 2.246056, -3.054792], [19.284417, 3.741989, -2.762717], [20.466655, 4.626462, -2.558930], [20.201402, 5.787624, -1.868697], [20.190131, 1.599770, -1.789373], [20.957894, 2.107714, -1.373872], [19.448321, 1.418012, -1.128473], [20.565287, 0.686357, -2.001580], [17.578734, 1.784900, -3.475550], [18.554889, 0.366345, -3.581623], [18.490868, 1.706724, -4.741790], [20.549685, 2.171798, -3.721094], [18.446121, 3.923460, -2.090081], [18.949884, 4.167281, -3.708928], [20.040575, 5.336400, -0.889590], [19.328621, 6.302831, -2.269837], [21.093915, 6.399486, -1.737767], [9.734030, -0.694464, -12.055384], [9.242150, -1.846084, -11.275978], [7.791492, -1.874176, -10.977713], [7.605801, -2.877195, -10.158074], [6.197321, -3.040389, -9.959016], [9.775389, -3.139177, -11.932452], [9.564002, -3.385669, -12.888832], [10.768311, -2.956415, -11.960825], [9.525537, -3.905207, -11.323468], [9.257834, 0.266754, -11.862011], [9.872773, -0.871237, -13.121963], [10.744885, -0.434041, -11.741602], [9.828824, -1.752734, -10.362082], [7.358112, -1.995504, -11.970470], [7.324904, -0.928848, -10.700653], [5.936504, -3.853737, -9.281868], [5.626750, -3.291043, -10.853287], [5.811626, -2.130805, -9.498572], [14.762002, 4.007206, -1.966557], [13.312932, 3.778279, -2.319655], [13.021561, 3.728054, -3.533797], [12.607362, 3.415205, -1.386982], [15.313251, 3.175715, -1.527419], [14.867274, 4.779206, -1.204297], [15.445152, 4.404039, -2.717506], [12.174803, 5.970060, -8.233588], [11.273398, 7.069743, -7.738013], [11.158983, 7.201655, -6.472942], [10.733650, 7.826251, -8.513880], [12.726829, 6.415797, -9.061045], [11.467574, 5.179228, -8.483618], [12.964008, 5.546289, -7.612576], [14.545252, -1.838083, -11.084382], [13.169264, -2.342145, -11.277390], [12.736699, -2.475252, -12.436277], [12.451833, -2.596610, -10.255168], [14.951280, -1.330758, -11.959517], [15.145292, -2.732017, -10.914298], [14.660676, -1.300106, -10.143445], [8.546486, -0.041704, -7.134312], [9.723040, 0.025503, -6.165256], [10.569791, -0.824543, -6.325733], [9.893011, 1.028992, -5.396560], [8.926039, -0.058829, -8.155960], [7.815015, 0.761354, -7.044022], [8.024277, -0.997811, -7.098984], [14.454619, 1.651951, -12.410755], [15.622826, 1.691589, -13.460489], [16.648822, 2.345358, -13.195577], [15.649268, 0.908857, -14.397920], [15.047779, 1.463557, -11.515900], [13.728978, 0.885901, -12.684087], [14.026369, 2.649977, -12.503852], [15.710386, -1.984222, -3.448321], [14.554657, -1.234476, -4.033388], [14.261916, -1.435720, -5.259050], [13.940105, -0.375389, -3.377034], [15.831505, -1.904875, -2.367979], [16.731261, -1.748613, -3.748980], [15.518185, -3.043359, -3.619728], [10.950677, 3.959847, -11.085796], [9.904136, 4.152888, -12.175993], [9.780315, 5.310122, -12.654435], [9.159063, 3.228651, -12.620937], [11.257732, 4.920970, -10.673416], [11.870027, 3.514326, -11.465802], [10.405123, 3.365939, -10.352478]], "forces_ev_per_angstrom": [[-0.650, -0.313, -0.581], [0.760, -0.417, 0.779], [-0.930, 0.582, 2.221], [-0.540, -0.453, -1.321], [0.156, -0.241, -0.892], [-0.137, -0.414, -0.066], [0.296, 0.023, 0.760], [-0.385, -0.076, -0.747], [-0.732, 0.063, -0.346], [0.154, 0.437, 0.073], [-0.103, 0.157, -0.088], [0.279, -0.184, -0.137], [0.133, -0.166, -0.233], [0.524, -0.447, -0.418], [-0.174, 0.190, -0.190], [0.810, -0.032, 0.618], [0.083, 0.173, -0.061], [0.015, 1.154, 0.437], [-0.762, -0.464, 0.625], [0.604, -1.955, -2.328], [-0.709, 0.647, 1.328], [1.249, -1.240, -0.747], [-0.213, 0.701, 1.218], [-0.966, 2.630, 0.112], [1.010, 0.753, 0.642], [0.404, -1.542, 0.186], [-1.094, -0.846, -0.855], [0.041, 0.108, -0.347], [-0.222, 0.282, 0.400], [-0.030, -0.339, 0.311], [-0.153, 0.310, -0.337], [0.387, 0.141, 0.137], [0.723, 0.597, -0.525], [-0.175, -0.284, -0.511], [-0.115, 0.323, -0.139], [0.462, 0.129, 0.183], [1.669, 0.134, -0.144], [-0.096, -1.060, 0.655], [0.599, 1.185, -1.466], [-1.743, -1.365, 0.568], [0.498, 0.956, -0.962], [1.356, 2.261, -0.670], [-0.871, -0.894, -0.207], [-0.311, -1.314, 0.419], [-0.538, 0.298, 1.368], [-0.792, 0.072, 0.248], [0.003, -0.054, -0.460], [-0.406, -0.295, -0.097], [-0.193, -0.120, -0.409], [-0.418, -0.215, 0.604], [1.011, 0.058, 0.330], [0.181, -0.475, 1.027], [-0.309, -0.064, -0.534], [0.196, 0.203, 0.308], [0.760, -1.994, 0.505], [-2.105, 1.052, 0.512], [-0.019, 1.762, 1.563], [2.493, -1.073, -0.048], [-1.127, -0.337, 0.136], [-1.009, -0.229, 0.059], [-1.106, 0.020, 0.627], [1.441, 0.080, 1.030], [0.406, -0.032, -1.513], [-0.010, 0.644, -0.390], [0.139, 0.773, 0.203], [0.054, -0.423, -0.139], [-0.145, 0.118, -0.340], [0.134, 0.323, 0.512], [-0.384, -0.304, -0.775], [0.436, 0.382, -1.017], [0.307, -0.376, -0.474], [-0.538, 0.418, -0.599], [-2.097, 0.327, -0.817], [0.110, 1.421, 0.161], [1.695, 1.085, -1.853], [0.170, -3.174, -1.570], [-0.390, -0.638, 1.896], [-0.042, -0.535, -0.200], [0.105, 0.613, 0.339], [-0.425, 0.304, 0.501], [0.155, -0.544, -0.300], [-0.124, 0.077, 1.160], [0.582, 0.032, 0.060], [0.907, -0.333, -0.344], [0.150, 0.601, 0.126], [0.291, -0.401, 0.690], [-0.613, -0.653, -0.295], [-0.843, 1.291, 0.855], [0.041, 0.380, 0.166], [-0.072, 0.046, -0.679], [1.396, 1.609, -0.946], [1.314, 0.941, 0.335], [0.983, 2.223, -3.616], [-2.591, -3.647, 2.560], [-0.251, -0.372, 0.889], [-0.981, 0.808, 1.078], [-0.788, 0.496, -0.383], [2.084, -0.179, 0.309], [0.299, -0.367, 0.172], [-0.714, -0.128, -0.284], [-0.560, 0.113, -0.155], [0.276, -0.388, 0.012], [-0.167, -0.848, 0.342], [-0.768, -0.580, -0.529], [0.623, 0.437, 0.672], [0.742, -0.064, 0.235], [0.347, 0.385, -0.530], [-0.165, 0.161, -0.175], [1.953, 1.523, 0.757], [1.006, -1.855, -0.904], [-0.257, 0.464, -0.889], [-1.430, 0.197, 1.293], [-0.632, -0.598, -0.033], [-0.418, 0.119, 0.416], [-0.357, -0.101, -0.883], [0.232, -0.058, -0.766], [0.511, 0.891, 3.065], [0.391, -0.844, 0.987], [-0.589, 0.645, -2.159], [-0.390, -0.575, -0.677], [0.513, -0.227, -0.646], [-0.381, 0.099, 0.773], [1.160, -0.324, 0.407], [-1.535, 0.272, -0.283], [-0.502, -0.406, -0.334], [-0.041, -0.289, 1.007], [-0.163, 0.172, 0.192], [0.299, -0.251, -0.156], [-0.159, 0.426, -0.210], [-0.715, 0.011, -0.144], [-0.389, 1.982, -0.370], [1.951, -2.624, -0.281], [-0.772, 0.431, 0.402], [0.319, 0.405, 0.013], [0.126, 0.041, 0.105], [-0.027, -0.131, 0.510], [1.188, 0.527, -1.625], [1.390, -0.932, 0.706], [0.333, 2.078, 1.605], [-1.773, -1.864, -2.051], [-0.712, 0.156, 0.441], [0.063, 0.002, 0.259], [-0.246, -0.030, 0.748], [0.626, -1.208, 1.324], [-1.241, 1.734, -2.012], [0.873, -0.887, 0.221], [0.453, 0.146, 1.004], [-0.706, 0.297, 0.277], [-0.214, 0.173, -1.026], [0.355, -0.135, -0.277], [-0.549, 0.184, -0.120], [-1.358, 1.597, -2.451], [0.786, 0.311, 0.639], [0.773, -1.418, 1.332], [-0.372, -0.035, -0.033], [-0.259, -0.510, 0.003], [0.644, -0.188, 0.373]], "mulliken_charge": [-1.53, 0.22, -0.29, -0.36, -0.78, -0.19, 0.36, 0.38, 0.35, 0.49, 0.45, 0.33, 0.16, 0.03, 0.39, 0.21, 0.52, 0.24, -1.11, 0.08, -0.64, -0.38, -0.70, 0.24, -0.13, 0.43, 0.34, 0.30, 0.61, -0.09, 0.63, 0.13, 0.51, 0.28, 0.34, 0.22, -1.19, 1.98, -0.85, -0.14, -0.26, 1.43, 0.02, 0.08, -0.40, 0.08, 0.71, 0.18, -0.86, -0.17, 0.51, -0.13, 0.34, 0.10, -1.42, 0.62, -0.74, -0.27, -0.82, 0.95, 0.38, -0.03, 0.00, 0.32, 0.27, 0.50, 0.19, 0.18, 0.52, 0.22, 0.39, 0.31, -1.65, 0.58, -0.87, -0.41, -0.54, -0.27, 0.34, 0.34, 0.38, 0.32, 0.45, 0.44, 0.23, 0.60, 0.34, 0.36, 0.10, 0.26, -1.46, 0.72, -0.96, -0.30, -0.88, -0.01, 0.43, -0.03, 0.39, 0.58, 0.28, 0.11, 0.09, 0.45, 0.56, 0.28, 0.35, 0.34, -1.19, 0.62, -0.64, -0.79, 0.29, 0.52, -0.06, 0.14, 0.37, -0.72, -0.73, 0.40, -0.11, -0.34, -1.06, 0.75, -0.83, -0.69, 0.31, 0.39, 0.03, -0.95, 0.39, -0.65, -0.78, 0.01, 0.36, 0.37, -0.15, 0.31, -0.79, -0.72, 0.02, 0.11, 0.19, -1.36, 0.90, -1.05, -0.80, 0.42, 0.20, 0.24, 0.57, 0.22, -0.78, -0.73, 0.11, -0.25, -0.05], "orbital_gap_ev": 0.775, "molar_mass_g_mol": 954.2, "homo_energy_ev": -2.1, "charge": -1, "energy_ev": -90792.2030}